# 1
ORCA calculation (wB97M-V/def2-TZVPD) on a cluster of 7 separate species, C48H53F18I2O17PS in total at a distorted geometry.

CARTESIAN COORDINATES (ANGSTROEM)
C: 7.266244 -6.770681 1.608757
C: 6.524464 -5.278308 1.691767
I: 6.764386 -3.815590 0.083115
C: 5.730284 -4.988454 2.917210
I: 5.551149 -6.499785 4.550131
C: 4.928242 -3.561740 3.217817
C: 5.872287 -2.370698 3.916162
C: 5.255739 -0.891850 4.334633
C: 3.658987 -0.648948 3.989781
C: 2.723212 -1.826206 3.259447
C: 3.310257 -3.334951 2.869038
P: 2.230205 -4.700268 2.085278
O: 2.871361 -6.333882 2.300359
O: 0.585008 -4.769251 2.738384
S: 2.241833 -4.399195 0.135954
C: 1.149787 -1.355216 2.956132
O: 0.543197 -1.850930 1.874974
C: 0.434298 -0.271581 3.955875
C: -1.174462 -0.144319 4.271833
O: -1.912490 -0.498942 3.052844
C: -2.440733 -1.867741 3.079705
C: -1.893999 -3.126915 3.972461
C: -2.647487 -4.611716 3.826357
C: -2.184205 -5.935842 4.735972
C: -3.906994 -4.883402 2.785334
C: -4.436710 -3.636237 1.862174
C: -3.712461 -2.175883 2.037730
C: -4.247583 -0.912210 1.082342
C: -5.175220 0.021998 2.113821
C: -5.111124 -1.401575 -0.221928
C: 1.318573 0.756420 4.638499
C: 2.970653 0.797506 4.382247
O: 3.647242 1.952919 4.482471
H: 7.848861 -7.043024 2.587530
H: 6.409351 -7.574112 1.442332
H: 7.956418 -6.838061 0.647879
H: 7.019131 -2.565563 4.144011
H: 5.918485 -0.036194 4.824694
H: 2.773038 -6.789210 1.409891
H: 0.004522 -4.576301 1.922537
H: -1.530141 -0.678929 5.249577
H: -1.375266 1.019091 4.451681
H: -0.977469 -2.972242 4.721799
H: -1.032516 -6.141214 4.673238
H: -2.552448 -5.688510 5.843333
H: -2.848840 -6.869425 4.404532
H: -4.444354 -5.925755 2.651905
H: -5.307111 -3.851614 1.102756
H: -3.307685 -0.247275 0.767612
H: -6.131837 0.437332 1.565567
H: -5.569123 -0.739806 2.941584
H: -4.497652 0.863750 2.566198
H: -6.146927 -1.868464 0.116408
H: -4.540718 -2.135990 -0.932974
H: -5.378133 -0.442073 -0.857517
H: 0.893438 1.567361 5.372387
C: -0.811903 2.491479 0.068101
C: -0.739240 3.802130 -0.695396
O: -1.347380 3.669625 -1.989857
C: -2.716232 3.735013 -2.020271
O: -3.416770 3.890043 -1.022618
C: -3.229561 3.629386 -3.455249
F: -2.636498 2.618590 -4.153690
F: -2.999989 4.769198 -4.167194
F: -4.571744 3.400255 -3.526094
H: -0.372450 1.679210 -0.519189
H: -0.282248 2.569182 1.021064
H: -1.849805 2.209488 0.272478
H: 0.310887 4.068051 -0.863542
H: -1.194040 4.624710 -0.133848
C: 6.187027 3.101502 5.205532
C: 6.775879 4.465664 4.891955
O: 7.163677 5.140536 6.099093
C: 8.361024 4.755988 6.644475
O: 9.084552 3.886537 6.164202
C: 8.675700 5.581025 7.891119
F: 7.609493 5.686747 8.735676
F: 9.044021 6.856821 7.582213
F: 9.694286 5.059798 8.632590
H: 5.360606 3.193505 5.917132
H: 5.821428 2.619562 4.295157
H: 6.931875 2.445599 5.667614
H: 6.013902 5.089358 4.410136
H: 7.619557 4.393718 4.197802
C: -0.546627 -0.269842 -4.470378
C: -0.488236 -1.621530 -3.780781
O: 0.504411 -2.460538 -4.392121
C: 1.802726 -2.222757 -4.022262
O: 2.138769 -1.350443 -3.224613
C: 2.747510 -3.210545 -4.704525
F: 2.492650 -3.348001 -6.037718
F: 2.656013 -4.460992 -4.169032
F: 4.058573 -2.849418 -4.606162
H: -0.708155 -0.393210 -5.545784
H: -1.353190 0.340869 -4.056614
H: 0.394877 0.276057 -4.351669
H: -1.451291 -2.132038 -3.897660
H: -0.305004 -1.521250 -2.705985
C: 4.288145 -6.333437 -5.907807
C: 3.077852 -6.587885 -6.788978
O: 3.330535 -7.671227 -7.697571
C: 3.208782 -8.933277 -7.176646
O: 2.909993 -9.165703 -6.007542
C: 3.455031 -9.987724 -8.254296
F: 4.564196 -9.725427 -9.004099
F: 2.415313 -10.076781 -9.131676
F: 3.631376 -11.240033 -7.744786
H: 5.180801 -6.167181 -6.518818
H: 4.125431 -5.460978 -5.269801
H: 4.498901 -7.195194 -5.266337
H: 2.879442 -5.700052 -7.400649
H: 2.177229 -6.778738 -6.196298
C: -7.611402 3.507261 -0.840563
C: -7.524342 4.369083 0.406713
O: -8.816380 4.508132 1.018533
C: -9.235070 3.451800 1.785226
O: -8.577686 2.428054 1.958113
C: -10.595853 3.747240 2.413567
F: -11.488007 4.262899 1.519471
F: -10.506421 4.654193 3.427559
F: -11.189958 2.640630 2.944064
H: -8.360727 3.905399 -1.531799
H: -6.644802 3.464077 -1.349024
H: -7.917760 2.485327 -0.594951
H: -7.193493 5.377094 0.130660
H: -6.795070 3.975173 1.122126
C: -3.954054 8.115183 -6.349239
C: -3.365202 9.479345 -6.662816
O: -2.977404 10.154217 -5.455679
C: -1.780057 9.769669 -4.910297
O: -1.056529 8.900219 -5.390569
C: -1.465381 10.594706 -3.663652
F: -2.531588 10.700428 -2.819095
F: -1.097060 11.870502 -3.972558
F: -0.446795 10.073479 -2.922182
H: -4.780475 8.207186 -5.637640
H: -4.319653 7.633243 -7.259615
H: -3.209205 7.459280 -5.887157
H: -4.127179 10.103039 -7.144636
H: -2.521524 9.407399 -7.356970

Forces on the atoms, in the same order (eV/Å):
C -0.7 0.3 -1.1
C -1.7 -0.9 4.6
I -0.3 -1.3 1.4
C 1.1 1.2 -3.4
I 0.2 1.4 -1.5
C -0.2 2.0 0.7
C -3.6 1.3 -0.4
C -2.6 -3.4 -2.3
C 1.6 -2.3 -0.6
C 2.1 0.2 1.2
C 3.0 3.4 3.0
P -1.3 -1.9 -1.8
O -1.2 2.7 -0.2
O 2.9 0.5 -2.1
S -0.1 0.0 1.2
C -1.7 -2.2 -4.2
O 3.5 3.0 6.7
C 3.1 3.0 2.4
C 0.8 1.2 -0.5
O -0.7 -3.1 2.0
C -2.0 -4.1 -0.6
C -2.8 0.1 -2.3
C -1.4 1.3 -2.0
C -1.4 1.1 0.1
C 1.9 4.4 0.1
C 3.7 0.3 3.3
C 0.6 -1.8 0.2
C 0.3 -0.2 1.1
C -0.2 -1.1 -0.3
C -0.3 0.7 0.1
C -0.8 -3.0 -2.1
C 1.3 3.3 0.0
O -4.2 -7.4 -0.5
H -1.1 0.8 -1.9
H 1.7 1.7 0.5
H -1.4 0.3 2.2
H -2.8 0.2 -0.6
H -1.7 -2.1 -1.2
H 0.0 1.2 1.2
H 1.2 -0.2 1.6
H 0.8 0.5 -2.1
H 0.5 -2.6 -0.5
H -2.3 -0.6 -1.9
H -2.4 0.4 0.1
H 1.2 -0.6 -2.3
H 1.7 2.1 0.5
H 1.5 2.3 0.5
H 2.0 0.8 1.7
H -2.0 -1.7 0.5
H 2.1 -0.5 1.0
H 0.9 2.0 -1.6
H -1.6 -1.6 -0.8
H 2.2 0.9 -0.7
H -1.0 1.3 1.6
H 0.5 -1.9 1.3
H 0.9 -1.7 -1.8
C -0.3 -0.2 -0.1
C 0.5 -0.1 0.8
O -2.0 0.2 -0.8
C 0.9 0.4 3.2
O 1.1 -0.4 -2.7
C -1.0 -0.3 -2.4
F -0.3 0.8 0.9
F 0.0 -0.7 1.0
F 1.3 0.3 0.6
H 0.1 0.2 0.1
H 0.0 0.0 -0.1
H 0.1 0.1 0.1
H -0.3 0.0 -0.3
H -0.1 -0.2 -0.2
C 0.3 -0.1 0.2
C -0.3 -0.5 -0.6
O 1.7 0.1 1.2
C -0.3 -1.9 -2.7
O -1.4 2.2 1.6
C 0.6 1.2 2.3
F 0.7 -0.3 -1.0
F -0.4 -1.1 -0.2
F -1.0 0.2 -1.1
H 0.0 0.0 -0.3
H 0.0 0.2 0.2
H 0.0 0.1 -0.1
H 0.2 0.1 0.4
H 0.0 0.0 0.3
C 0.3 0.1 -0.1
C -0.6 0.6 0.2
O 2.0 -0.3 0.2
C -1.7 2.3 1.9
O -0.3 -2.3 -2.1
C 1.7 -1.3 -1.1
F -0.1 0.4 1.1
F -0.5 1.3 0.0
F -1.5 0.0 0.2
H -0.1 0.0 0.2
H 0.1 -0.1 0.0
H -0.2 -0.1 0.1
H 0.4 -0.2 -0.1
H 0.2 -0.1 -0.2
C 0.3 -0.2 0.1
C 0.0 0.7 0.5
O -0.2 -2.1 0.1
C -0.7 2.0 2.6
O 0.7 0.0 -2.9
C 0.6 -1.9 -1.7
F -0.9 0.1 0.9
F 0.6 0.4 0.9
F -0.3 1.5 -0.1
H -0.2 0.1 0.0
H 0.2 -0.4 -0.3
H -0.1 0.1 0.0
H 0.1 -0.4 -0.1
H 0.2 -0.2 -0.1
C -0.2 -0.3 0.0
C 0.7 -0.1 -0.5
O -1.1 -1.1 1.4
C 3.0 -0.9 -1.1
O -2.0 2.3 -0.1
C -2.4 0.3 1.0
F 1.1 -0.5 0.5
F 0.4 -0.7 -0.9
F 1.1 0.9 -0.7
H 0.2 0.1 0.1
H -0.1 0.1 0.1
H 0.1 0.1 0.0
H -0.4 -0.1 0.2
H -0.3 -0.1 0.0
C 0.2 -0.2 0.3
C -0.4 -0.5 -0.6
O 1.6 0.0 1.1
C -0.2 -1.9 -2.7
O -1.4 2.2 1.6
C 0.6 1.2 2.3
F 0.7 -0.3 -1.0
F -0.4 -1.2 -0.2
F -1.0 0.2 -1.1
H 0.0 0.1 -0.2
H 0.0 0.1 0.1
H -0.1 0.1 -0.2
H 0.2 0.1 0.4
H 0.0 0.0 0.3

E_HOMO: -8.048 eV
Kohn-Sham gap: 5.70 eV
Total charge: 0
Spin multiplicity: 1

***

# 2
ORCA calculation (wB97M-V/def2-TZVPD) on a structure of composition C28H25BrN4O3PdS2 at a distorted geometry.

CARTESIAN COORDINATES (ANGSTROEM)
Pd: 1.523653 -0.607155 -0.708303
N: 4.763553 2.253445 -0.913403
C: 3.643453 1.472745 -0.914003
S: 3.880453 -0.260155 -0.866403
N: 2.480853 2.041345 -1.003903
N: 1.397953 1.290145 -1.081103
C: 0.154653 1.814845 -1.080803
C: -0.047447 3.270245 -1.120603
C: -0.908947 3.847345 -2.055303
C: -1.152547 5.208545 -2.037503
C: -0.543547 6.012945 -1.088303
C: 0.341553 5.454745 -0.180803
C: 0.597553 4.097445 -0.202903
C: -0.922047 0.905445 -1.004903
C: -2.297847 1.254645 -1.041503
C: -3.250247 0.278945 -1.026103
C: -2.864747 -1.072355 -0.932603
C: -1.523947 -1.358355 -0.817603
N: -0.579847 -0.423255 -0.829603
H: 5.594553 1.831045 -0.535003
H: 4.617853 3.228145 -0.705003
H: -1.362447 3.229745 -2.816603
H: -1.822447 5.643745 -2.765703
H: -0.755947 7.070645 -1.052603
H: 0.826353 6.075345 0.559097
H: 1.297253 3.663145 0.493097
H: -2.578147 2.295145 -1.088503
H: -4.298547 0.535245 -1.072903
H: -3.595447 -1.862655 -0.938503
H: -1.176147 -2.381555 -0.706003
C: -4.094747 2.244845 2.266297
C: -2.812447 1.470445 2.248497
C: -1.586947 2.116245 2.131297
C: -0.407247 1.394445 2.122197
C: -0.445447 0.015545 2.225897
C: -1.657347 -0.647755 2.313897
C: -2.830147 0.080945 2.334297
S: 1.091753 -0.936555 2.157197
C: 1.449653 -0.873055 3.968097
O: 2.063153 0.034545 1.585797
H: -3.929547 3.278945 2.561197
H: -4.805047 1.791145 2.954697
H: -4.541447 2.243245 1.271997
H: -1.554747 3.191645 2.041497
H: 0.548653 1.890445 2.037197
H: -1.669547 -1.725555 2.363497
H: -3.776247 -0.432155 2.415397
H: 1.387653 0.147845 4.324697
H: 2.452253 -1.266355 4.094297
H: 0.736253 -1.504055 4.482697
Br: 1.799353 -9.242055 -1.950103
C: 1.705853 -7.349155 -1.783203
C: 1.342453 -6.801955 -0.563303
C: 1.297753 -5.428155 -0.440403
C: 1.600353 -4.616655 -1.528703
C: 1.950853 -5.182255 -2.749403
C: 2.009053 -6.557155 -2.877903
C: 1.560053 -3.136355 -1.348703
O: 1.566453 -2.367855 -2.332203
O: 1.500353 -2.692555 -0.166103
H: 1.103153 -7.442055 0.271397
H: 1.035453 -4.962155 0.497497
H: 2.183353 -4.533955 -3.579603
H: 2.287653 -7.012055 -3.815603

Forces on the atoms, in the same order (eV/Å):
Pd -0.3 -0.1 -0.8
N -0.7 0.0 0.2
C 0.9 -2.1 -0.1
S -0.6 0.5 -0.1
N -0.7 2.5 -0.4
N -1.5 -0.3 0.9
C 3.4 0.7 -0.3
C -0.1 0.4 -0.1
C 0.2 -0.1 0.1
C -0.1 0.1 0.0
C 0.0 0.0 0.0
C 0.0 0.0 0.1
C -0.1 -0.2 0.1
C -1.8 -2.5 0.3
C 1.4 0.4 -0.1
C -0.1 -1.4 0.1
C -0.3 1.0 -0.2
C 0.3 -0.3 -0.1
N 0.1 1.3 -0.5
H 0.0 0.0 -0.1
H 0.0 0.0 -0.1
H -0.1 -0.1 0.0
H 0.0 0.0 0.0
H 0.0 0.1 0.0
H 0.0 0.1 0.0
H 0.0 0.0 0.1
H 0.0 0.0 0.0
H -0.1 0.1 0.0
H -0.1 -0.1 0.0
H 0.1 0.1 0.0
C 0.0 0.0 0.0
C 0.1 0.0 0.2
C -0.1 -0.1 0.1
C 0.2 0.0 0.1
C 0.0 -0.3 0.1
C 0.2 0.1 0.1
C 0.0 0.1 0.1
S -0.2 0.8 1.5
C -0.3 -0.3 -0.7
O 0.6 0.2 0.8
H 0.0 0.0 0.0
H -0.1 0.0 0.0
H -0.1 0.1 -0.1
H 0.0 0.2 0.0
H 0.1 0.0 -0.1
H -0.1 -0.2 0.0
H -0.2 -0.1 0.0
H 0.0 0.2 -0.1
H 0.1 -0.1 0.0
H -0.2 -0.1 0.2
Br 0.0 0.1 0.0
C 0.0 -0.2 0.0
C 0.0 -0.2 -0.1
C 0.1 0.1 -0.2
C 0.0 -0.1 0.2
C -0.1 0.1 0.3
C 0.0 -0.2 0.0
C 0.0 0.3 -1.7
O 0.0 -1.5 -0.3
O 0.1 0.7 0.7
H 0.0 -0.1 0.1
H 0.0 0.0 0.1
H 0.0 0.1 -0.1
H 0.0 -0.1 -0.1

E_HOMO (spin up / spin down): -7.311 / -7.310 eV
Kohn-Sham gap (spin up / spin down): 6.22 / 6.22 eV
Total charge: 0
Energy relative to the best compared isomer or geometry (same formula, charge and spin): 27.7 kcal per mole
Spin multiplicity: 1

***

# 3
ORCA calculation (wB97M-V/def2-TZVPD) on a structure of composition C8H10AuBrNO13P2S at a distorted geometry.

CARTESIAN COORDINATES (ANGSTROEM)
Au: -0.274037 0.022668 -0.236640
C: -4.349645 0.326786 1.145593
C: -2.865126 0.002786 1.049614
O: -2.139675 0.824079 0.213763
P: -2.063182 -0.110600 2.711697
O: -2.909304 -1.195039 3.478299
O: -2.498621 1.235380 3.480801
O: -0.595017 -0.237939 2.642419
P: -2.684988 -1.795782 0.363904
O: -3.387861 -1.670042 -1.048037
O: -3.459075 -2.653500 1.297056
O: -1.175044 -1.949678 0.255502
H: -4.493960 1.205663 1.777298
H: -4.891000 -0.516742 1.569127
H: -4.739066 0.542769 0.149300
H: -2.709329 1.917444 -1.457918
H: -3.141037 -1.938907 2.855832
H: -1.726348 1.811814 3.533472
H: -2.842282 -1.139957 -1.676413
O: -0.982219 1.598267 -4.161305
S: -1.279885 1.238358 -2.815571
O: -2.507044 2.154884 -2.385251
O: -1.716186 -0.140218 -2.632117
O: -0.189683 1.568313 -1.829924
Br: 6.334924 -1.786989 -3.090085
C: 5.668036 -0.782963 -1.629495
C: 6.557096 -0.199599 -0.740820
N: 6.153123 0.525124 0.298696
C: 4.843130 0.685680 0.475386
C: 3.887207 0.124287 -0.359358
C: 4.309209 -0.632253 -1.443243
C: 2.427325 0.339252 -0.083470
O: 2.052865 1.286928 0.582018
O: 1.650886 -0.551751 -0.629034
H: 7.625975 -0.321182 -0.871504
H: 4.529069 1.289669 1.317534
H: 3.580765 -1.077011 -2.107119

Forces on the atoms, in the same order (eV/Å):
Au -1.6 0.2 0.0
C 0.3 0.7 -0.2
C 0.2 -2.7 0.5
O 1.8 0.4 -0.9
P -0.5 0.5 -0.3
O 0.1 -0.1 0.0
O 0.1 -0.1 0.1
O 0.1 0.0 -0.2
P -1.5 2.1 0.9
O 0.3 -0.2 -0.2
O 0.3 -0.6 -0.2
O 1.5 0.6 -0.4
H -0.1 0.0 0.0
H 0.0 0.0 0.0
H 0.0 -0.1 0.0
H 0.0 0.0 0.0
H 0.0 0.0 0.0
H 0.0 0.0 0.0
H -0.1 -0.1 0.0
O 0.3 0.4 0.2
S -0.8 -0.7 -0.5
O 0.2 0.0 0.2
O 0.1 0.1 0.0
O 0.3 -0.5 0.7
Br 0.0 0.0 0.0
C 0.0 0.0 0.0
C -0.1 0.0 0.1
N 0.0 0.0 0.0
C 0.1 0.1 0.0
C 0.0 -0.2 -0.1
C -0.1 0.0 0.0
C 0.4 0.2 -0.1
O -0.3 0.0 0.1
O -0.9 0.0 0.1
H 0.0 0.0 0.0
H 0.0 0.0 0.0
H 0.0 0.0 0.0

E_HOMO (spin up / spin down): -6.627 / -6.627 eV
Kohn-Sham gap (spin up / spin down): 6.18 / 6.18 eV
Total charge: -1
Energy relative to the best compared isomer or geometry (same formula, charge and spin): 17.2 kcal per mole
Spin multiplicity: 1

***

Look up the spin multiplicity of the second one. 1